One molecule with the formula C21H20N6O2S at a distorted geometry, computed with the ωB97M-V functional and the def2-TZVPD basis.

Last columns: bonded neighbours and bond lengths (Å).
Element x y z (Å)
1 C -1.67 -4.27 1.70  C2 1.525, H31 1.088, H32 1.088, H33 1.086
2 C -1.66 -2.76 1.51  C1 1.525, N3 1.438, H34 1.093, H35 1.095
3 N -0.90 -2.39 0.35  C2 1.438, C4 1.372, C17 1.365
4 C 0.43 -2.05 0.24  N3 1.372, C5 1.481, N15 1.303
5 C 1.33 -1.87 1.40  C4 1.481, C6 1.539, H36 1.095, H37 1.093
6 C 2.73 -1.40 0.97  C5 1.539, O7 1.211, N8 1.349
7 O 3.71 -2.04 1.24  C6 1.211
8 N 2.70 -0.20 0.34  C6 1.349, C9 1.399, H38 1.016
9 C 3.77 0.51 -0.21  N8 1.399, C10 1.394, C14 1.391
10 C 3.47 1.72 -0.85  C9 1.394, C11 1.381, H39 1.080
11 C 4.47 2.48 -1.41  C10 1.381, C12 1.386, H40 1.080
12 C 5.79 2.06 -1.34  C11 1.386, C13 1.384, H41 1.080
13 C 6.09 0.86 -0.70  C12 1.384, C14 1.384, H42 1.080
14 C 5.09 0.09 -0.14  C9 1.391, C13 1.384, H43 1.077
15 N 0.73 -1.83 -1.01  C4 1.303, N16 1.340
16 N -0.37 -2.02 -1.75  N15 1.340, C17 1.307
17 C -1.34 -2.35 -0.94  N3 1.365, N16 1.307, S18 1.745
18 S -3.02 -2.49 -1.40  C17 1.745, C19 1.845
19 C -3.09 -1.02 -2.51  S18 1.845, C20 1.490, H44 1.088, H45 1.087
20 C -2.79 0.18 -1.68  C19 1.490, N21 1.282, N30 1.368
21 N -3.75 0.80 -1.10  C20 1.282, C22 1.371
22 C -3.45 1.82 -0.24  N21 1.371, C23 1.399, C27 1.409
23 C -4.49 2.55 0.35  C22 1.399, C24 1.376, H46 1.078
24 C -4.20 3.55 1.25  C23 1.376, C25 1.395, H47 1.080
25 C -2.88 3.85 1.60  C24 1.395, C26 1.376, H48 1.079
26 C -1.85 3.14 1.03  C25 1.376, C27 1.396, H49 1.080
27 C -2.12 2.13 0.11  C22 1.409, C26 1.396, C28 1.457
28 C -1.04 1.37 -0.51  C27 1.457, O29 1.218, N30 1.385
29 O 0.14 1.42 -0.22  C28 1.218
30 N -1.48 0.51 -1.51  C20 1.368, C28 1.385, H50 1.020
31 H -2.13 -4.75 0.84  C1 1.088
32 H -0.66 -4.65 1.82  C1 1.088
33 H -2.25 -4.53 2.58  C1 1.086
34 H -1.22 -2.27 2.38  C2 1.093
35 H -2.68 -2.39 1.37  C2 1.095
36 H 0.90 -1.14 2.09  C5 1.095
37 H 1.45 -2.82 1.93  C5 1.093
38 H 1.80 0.22 0.15  N8 1.016
39 H 2.44 2.04 -0.90  C10 1.080
40 H 4.23 3.41 -1.90  C11 1.080
41 H 6.58 2.65 -1.77  C12 1.080
42 H 7.11 0.52 -0.65  C13 1.080
43 H 5.33 -0.84 0.35  C14 1.077
44 H -2.36 -1.18 -3.31  C19 1.088
45 H -4.11 -0.99 -2.89  C19 1.087
46 H -5.50 2.31 0.07  C23 1.078
47 H -5.01 4.12 1.69  C24 1.080
48 H -2.68 4.63 2.31  C25 1.079
49 H -0.82 3.35 1.28  C26 1.080
50 H -0.76 -0.03 -1.99  N30 1.020

Results
- Frontier orbital gap: 8.20 eV
- Net charge: 0
- E_HOMO: -8.058 eV
- SMILES: CCn1c(CC(=O)Nc2ccccc2)nnc1SCc1nc2ccccc2c(=O)[nH]1
- LUMO energy: 0.0052 hartree
- ΔE to the lowest compared entry with this formula, charge and spin: 0.00 kcal per mole